1.
Computed, not measured: a structure of composition C41H66BeClFIMgN2O18S, with wB97M-V/def2-TZVPD.

```
133
Properties=species:S:1:pos:R:3:mulliken_charge:R:1
C 4.3425 4.4096 0.2443 -1.1384
C 3.9139 3.3781 -0.8172 -0.1144
C 4.8150 2.1333 -0.9168 -0.9007
C 5.1806 1.4386 0.4060 -1.1624
C 4.0845 1.3953 1.4660 -0.9789
C 2.7202 0.8992 0.9663 0.0640
C 1.5485 1.7270 1.5192 -0.0562
C 1.3182 1.5031 3.0240 -0.5256
C -0.1268 1.1517 3.4608 -1.1404
C -0.9272 0.2842 2.4707 1.6521
C -1.0197 -1.1565 2.3452 1.2777
C -0.2653 -2.1438 3.2642 -2.0824
C 1.3221 -2.1297 3.0781 0.0548
C 1.8828 -3.1622 2.0767 -0.5862
O 3.0465 -3.7450 2.6314 -0.5509
C 4.2009 -2.9998 2.2785 -0.4543
C -1.8608 -1.6807 1.3506 0.1864
C -2.0390 -3.1637 1.1132 -1.0631
C -1.9148 -3.5938 -0.3605 -0.4437
C -0.6047 -4.2942 -0.6669 -0.1645
O 0.5275 -3.4365 -0.4450 -0.1590
C 0.7321 -2.5895 -1.4983 0.6484
C 1.6863 -3.0205 -2.5629 -1.1258
O 0.1856 -1.5073 -1.5426 -0.4345
C -2.6078 -0.8520 0.5058 -0.6074
C -2.5097 0.4998 0.6181 0.3494
C -1.6862 1.0203 1.5919 -0.3716
C -1.7957 2.5094 1.4649 0.0994
O -1.0915 3.3670 1.9557 -0.6473
N -2.8771 2.7865 0.5832 0.4838
C -3.9971 3.4395 1.3182 -0.8898
C -5.1157 4.0242 0.4372 -0.3005
C -4.6985 4.4442 -0.9716 -1.3857
I -6.8049 2.6927 0.3691 -0.0786
C -3.1550 1.6110 -0.1455 -0.2774
O -3.7385 1.5048 -1.2005 -0.7575
H 3.6432 4.3714 1.0785 0.2358
H 4.3226 5.4139 -0.1628 0.3528
H 5.3180 4.1623 0.6566 0.2768
H 3.9826 3.8744 -1.7849 0.5519
H 2.8759 3.0687 -0.7205 0.0559
H 5.7342 2.4507 -1.4114 0.4593
H 4.3435 1.4342 -1.6089 0.3037
H 6.0319 1.9811 0.8190 0.4035
H 5.5587 0.4457 0.1631 0.3928
H 4.4304 0.7032 2.2401 0.5120
H 3.9790 2.3551 1.9669 0.4426
H 2.5627 -0.1504 1.2289 -0.7635
H 2.6369 0.9498 -0.1166 0.6310
H 1.8372 2.7670 1.3773 0.3489
H 0.6774 1.5710 0.8940 0.0563
H 1.5793 2.4278 3.5347 0.5266
H 2.0716 0.7771 3.3737 0.5422
H -0.0794 0.5866 4.3932 -0.3767
H -0.6624 2.0387 3.7630 0.6839
H -0.6044 -3.1646 3.2182 0.9274
H -0.5304 -1.8434 4.3151 0.4044
H 1.7965 -2.3549 4.0777 0.2998
H 1.5793 -1.1367 2.6908 -0.2990
H 2.1300 -2.6376 1.1603 0.3502
H 1.1452 -3.9345 1.8974 0.1295
H 5.0472 -3.3403 2.8643 0.3622
H 4.0677 -1.9330 2.4995 0.0407
H 4.3935 -3.1013 1.2097 0.2589
H -3.0207 -3.4584 1.4850 0.5002
H -1.3251 -3.7528 1.6781 0.0434
H -1.9889 -2.7724 -1.0697 0.0005
H -2.6984 -4.3019 -0.6267 0.3821
H -0.5330 -5.1885 -0.0501 0.5407
H -0.6362 -4.5835 -1.7201 -0.1508
H 1.1755 -3.0605 -3.5221 0.1825
H 2.0699 -4.0208 -2.3726 0.2708
H 2.5364 -2.3429 -2.6070 0.3837
H -3.2741 -1.2727 -0.2359 0.8084
H -3.6071 4.2475 1.9284 0.4836
H -4.4268 2.6931 1.9902 0.4127
H -5.4715 4.9182 0.9396 0.6069
H -3.6312 4.6198 -1.0543 0.2277
H -5.0050 3.6958 -1.6950 0.3168
H -5.2628 5.3957 -1.2698 0.5654
Mg 0.7036 -0.7331 4.7416 0.6451
C -9.6239 5.8197 1.8132 -0.4074
C -10.1292 7.1978 1.4584 -0.0183
O -9.3149 8.0890 2.2487 -0.3322
S -7.8514 7.4654 2.4050 1.0708
O -6.9910 8.0507 1.4449 -0.5068
O -7.5189 7.4464 3.7873 -0.5764
O -8.2091 5.9792 1.9334 -0.1686
H -10.0147 5.4771 2.7751 0.2927
H -9.8524 5.0843 1.0459 0.3096
H -11.1802 7.3327 1.7005 0.3020
H -9.9590 7.4118 0.3993 0.0945
O -0.7395 -4.8847 -4.0246 -0.5694
C -1.4721 -4.2520 -4.9379 -0.7153
C -1.9329 -2.8100 -4.3864 0.6959
O -2.7076 -2.1431 -5.2736 -0.8479
H -2.4185 -4.7494 -5.2439 0.2680
H -0.9754 -4.0446 -5.9112 0.2699
H -0.9877 -2.3007 -4.1001 -0.1804
H -2.4001 -3.0407 -3.4060 -0.1391
F -5.0663 6.6743 -2.1281 -0.6695
O -3.0396 -0.4681 -3.2417 0.0130
H -3.7121 -0.8605 -3.9261 0.1674
H -3.4598 0.1949 -2.6387 0.4789
H -2.2778 -0.0992 -3.7234 0.3811
Be -4.9039 -1.8549 -5.2681 -0.0841
N 1.3995 -7.1776 -3.5162 0.1004
C 2.6242 -7.7589 -3.6733 -0.6950
C 2.8896 -8.5023 -2.5502 -0.3243
C 1.7713 -8.3622 -1.6843 -0.6869
C 0.8716 -7.5384 -2.3151 -0.2908
H 0.9401 -6.5624 -4.1784 0.2397
H 3.2029 -7.5957 -4.5665 0.3900
H 3.7816 -9.0801 -2.3714 0.4069
H 1.6420 -8.8124 -0.7136 0.3956
H -0.0968 -7.1775 -2.0141 0.4521
Cl -2.6189 -0.9685 4.8699 -0.4880
C -8.4982 7.0641 -2.0215 0.8323
O -9.6093 7.3783 -1.5870 -0.6516
O -7.9419 7.5394 -3.0413 -0.3495
O -7.7291 6.1952 -1.5184 -0.2132
C 10.5491 -0.9224 1.9384 -0.6633
O 9.4105 -0.7501 1.0926 -0.2419
C 9.5786 -1.2096 -0.1488 0.6818
O 10.5733 -1.7317 -0.5782 -0.5515
O 8.4541 -0.9889 -0.8272 -0.1716
C 8.4883 -1.4344 -2.1862 -0.6835
H 10.2812 -0.5106 2.9071 0.2045
H 10.7885 -1.9781 2.0507 0.3014
H 11.4068 -0.3814 1.5435 0.2967
H 8.6449 -2.5100 -2.2345 0.3149
H 9.2650 -0.9129 -2.7419 0.3186
H 7.5197 -1.1945 -2.6150 0.1992
```

The value obtained for the molecular weight is 1121.71 g/mol. The charge is -1. The value obtained for the gap between HOMO and LUMO is 0.049 Eh. Its highest occupied orbital energy is -4.03 eV.



2.
Computed, not measured: a structure of composition C41H68AsI2N8OSi6TeZn, with wB97M-V/def2-TZVPD.

```
129
Properties=species:S:1:pos:R:3:mulliken_charge:R:1
Zn 1.1255 -1.3867 -0.6283 -0.6580
I 2.4305 0.2452 -5.3369 0.0006
C 2.1844 -1.6449 -4.5037 -0.4105
C 2.4052 -2.7665 -5.3126 -0.5280
C 2.2723 -4.0190 -4.7685 0.0021
I 2.5760 -5.6717 -6.0289 -0.0268
C 1.9709 -4.2044 -3.4117 1.0876
C 1.6343 -5.4680 -2.7798 -1.0659
C 1.5603 -5.5535 -1.4482 -0.9096
C 1.9620 -4.3762 -0.6235 0.2507
N 1.6142 -3.1470 -1.2568 -0.1874
C 1.8385 -3.0675 -2.6069 0.6246
C 1.8650 -1.7487 -3.1559 0.2470
O 1.6240 -0.7211 -2.3646 -0.5971
H 2.6719 -2.6351 -6.3503 0.3587
H 1.4149 -6.3226 -3.4065 0.3206
H 1.2891 -6.4795 -0.9543 0.4393
H 1.5207 -4.4149 0.3739 -0.0232
C -2.5339 -0.3559 3.8707 -1.0943
C -3.3692 0.6486 3.0928 0.2121
C -4.6133 0.0271 2.4619 -1.4022
C -2.5628 1.5001 2.1140 -0.8244
N -1.9109 0.7992 1.0071 1.5687
C -1.8720 -0.4620 0.5834 -0.9422
N -1.1013 -0.5331 -0.4950 -0.2870
N -0.6514 0.7428 -0.7109 0.1866
N -1.1104 1.5394 0.1728 -0.6176
H -3.1312 -0.7995 4.6697 0.5062
H -1.6632 0.1219 4.3219 0.1482
H -2.1650 -1.1716 3.2458 0.1222
H -3.7204 1.3928 3.8158 0.3680
H -4.3751 -0.7267 1.7124 0.2370
H -5.2277 0.7835 1.9768 0.3508
H -5.2161 -0.4630 3.2302 0.4676
H -1.7600 2.0227 2.6393 0.4541
H -3.2138 2.2452 1.6555 0.1507
H -2.3888 -1.2889 1.0390 0.4842
C 5.6647 -5.2759 2.6567 -1.1496
Si 4.1589 -4.3198 2.0656 0.5608
C 4.3283 -2.5506 2.7024 -0.2690
C 2.6441 -5.1124 2.8750 -1.0733
As 4.0076 -4.6681 -0.2505 0.0072
Si 5.1889 -2.8038 -1.0756 0.4448
C 6.8941 -2.9884 -0.2842 -1.1951
C 4.5531 -1.0808 -0.6889 -0.2265
C 5.3863 -2.9961 -2.9257 -0.9613
H 5.7161 -5.2894 3.7508 0.3155
H 6.5850 -4.8236 2.2823 0.2884
H 5.6317 -6.3048 2.2972 0.3172
H 4.3438 -2.5480 3.8000 0.3595
H 3.5031 -1.9169 2.3823 -0.4852
H 5.2561 -2.0951 2.3576 0.4254
H 2.7981 -5.1766 3.9582 0.3753
H 2.4846 -6.1216 2.4956 0.3231
H 1.7327 -4.5351 2.7041 0.1631
H 6.8748 -2.7754 0.7879 0.2803
H 7.5928 -2.2875 -0.7495 0.4046
H 7.2851 -3.9987 -0.4205 0.2985
H 4.2741 -0.9600 0.3620 -0.0301
H 3.6973 -0.8254 -1.3210 -0.1545
H 5.3457 -0.3608 -0.9135 0.4782
H 5.3682 -4.0469 -3.2212 0.2752
H 6.3403 -2.5663 -3.2438 0.4325
H 4.5875 -2.4862 -3.4686 0.1374
C -2.9599 2.4930 -6.8274 -1.0037
Si -2.8704 3.9574 -5.6555 0.3766
C -1.3313 4.9721 -6.0383 -1.0197
C -4.3882 5.0522 -6.0094 -1.0283
Si -2.7640 3.2125 -3.4290 -0.0821
Te -0.8133 1.6892 -3.5729 -0.7716
Si -2.3186 5.0724 -2.0769 0.3687
C -2.6429 4.7262 -0.2427 -0.6036
C -3.4177 6.5308 -2.5840 -1.0828
C -0.5204 5.5646 -2.2858 -1.0007
Si -4.6853 1.9997 -2.8942 0.4603
C -6.2731 2.9705 -3.2488 -1.1404
C -4.6782 1.5520 -1.0491 -0.5061
C -4.7114 0.4001 -3.8746 -1.0433
H -2.8437 2.8341 -7.8651 0.3657
H -3.9256 1.9821 -6.7479 0.2357
H -2.1756 1.7674 -6.6158 0.2373
H -1.2451 5.1378 -7.1194 0.3928
H -0.4315 4.4571 -5.6979 0.2719
H -1.3725 5.9529 -5.5512 0.2346
H -4.3758 5.3810 -7.0585 0.3695
H -4.4047 5.9452 -5.3802 0.2334
H -5.3212 4.5080 -5.8453 0.2459
H -3.7101 4.5912 -0.0430 0.2867
H -2.2889 5.5668 0.3699 0.5288
H -2.1054 3.8297 0.0711 -0.2177
H -4.4778 6.2692 -2.5393 0.2742
H -3.1939 6.8521 -3.6030 0.2129
H -3.2534 7.3903 -1.9190 0.3742
H 0.1329 4.7162 -2.0714 0.2410
H -0.2625 6.3882 -1.6047 0.3561
H -0.3149 5.8870 -3.3080 0.2476
H -6.2819 3.9325 -2.7297 0.2806
H -7.1551 2.4028 -2.9211 0.3630
H -6.3812 3.1657 -4.3168 0.2418
H -4.5537 2.4366 -0.4177 0.0500
H -3.8539 0.8617 -0.8440 -0.1314
H -5.6149 1.0532 -0.7641 0.4752
H -4.9197 0.5875 -4.9303 0.2627
H -5.4828 -0.2827 -3.4925 0.3596
H -3.7406 -0.0969 -3.8115 0.2417
N 0.7439 -1.1370 6.4356 0.1864
C 0.7854 -0.5519 7.6609 0.7550
C 0.5501 -1.0270 8.9512 -1.1079
C 0.6842 -0.1269 9.9694 -0.4350
C 1.0440 1.2201 9.7171 -0.4866
C 1.2727 1.6704 8.4498 -0.8084
C 1.1410 0.7619 7.3967 0.5214
N 1.3110 0.9399 6.0505 -0.6208
C 1.0767 -0.1886 5.5239 -0.1318
C 1.1237 -0.4674 4.0469 0.4119
C 0.7834 -1.6421 3.5133 0.0159
C 0.8416 -1.8202 2.1234 -1.4847
N 1.2268 -0.9187 1.3143 1.5678
C 1.5499 0.2052 1.8114 -1.1948
C 1.5020 0.4773 3.1953 -0.3895
H 0.5696 -2.1110 6.2419 0.1457
H 0.2764 -2.0551 9.1418 0.3945
H 0.5135 -0.4499 10.9859 0.3933
H 1.1417 1.9030 10.5481 0.3855
H 1.5503 2.6963 8.2534 0.4430
H 0.4377 -2.4672 4.1164 0.3646
H 0.5522 -2.7588 1.6721 0.5733
H 1.8547 0.9606 1.0998 0.5614
H 1.7795 1.4512 3.5713 0.6270
```

The value obtained for the molecular weight is 1379.29 g/mol. The charge is -1. The value obtained for the gap between HOMO and LUMO is 0.123 Eh. Its highest occupied orbital energy is -2.72 eV.